No. 1
This record from OMol25 describes a molecular structure, C20H19N2OS6Sn. The level of theory is wB97M-V/def2-TZVPD.

The geometry in XYZ format:
```
49
Properties=species:S:1:pos:R:3
Sn 1.412 1.948 1.503
C 2.969 -1.455 2.915
C 3.463 -0.747 4.173
S 3.622 1.042 3.951
C 2.647 1.741 5.304
C 1.206 1.289 5.478
S 0.063 1.573 4.083
C -0.695 -0.062 3.893
C 0.269 -1.217 3.637
S 1.369 -0.942 2.222
H 2.905 -2.528 3.100
H 3.670 -1.311 2.091
H 4.449 -1.140 4.414
H 2.825 -0.948 5.034
H 2.697 2.815 5.124
H 3.171 1.552 6.240
H 0.781 1.842 6.314
H 1.147 0.234 5.730
H -1.392 0.061 3.061
H -1.285 -0.267 4.784
H -0.313 -2.114 3.430
H 0.883 -1.423 4.510
S -1.780 2.511 -1.252
C -1.622 3.464 0.099
S -0.836 3.739 1.480
C -2.760 4.010 -0.699
C -2.548 5.240 -1.441
N -2.379 6.215 -2.025
C -4.104 3.767 -0.207
N -5.170 3.566 0.176
C -2.533 -3.652 -7.599
C -2.052 -3.076 -6.292
O -2.723 -2.964 -5.308
S -0.326 -2.530 -6.395
C -0.145 -1.697 -4.845
C -0.399 -2.354 -3.645
C -0.243 -1.683 -2.444
C 0.188 -0.355 -2.431
C 0.455 0.296 -3.638
C 0.279 -0.372 -4.840
C 0.331 0.354 -1.188
C 0.406 1.012 -0.169
H -3.300 -4.399 -7.407
H -1.713 -4.084 -8.172
H -2.974 -2.844 -8.185
H -0.725 -3.384 -3.651
H -0.452 -2.185 -1.507
H 0.791 1.327 -3.628
H 0.469 0.133 -5.779
```

Calculated values
Highest occupied orbital energy   -10.99 eV
Net charge   +1
LUMO   -4.3 eV
Frontier orbital gap   6.73 eV
Electronic energy   -96909.04044 eV
Molar mass   614.50 g mol⁻¹

=====

No. 2
This record from OMol25 describes a single C20H19N3O3 molecule. The level of theory is wB97M-V/def2-TZVPD.

The geometry in XYZ format:
```
45
Properties=species:S:1:pos:R:3
C 4.895 0.273 -1.110
C 4.231 -0.280 0.150
O 3.584 0.718 0.923
C 2.326 1.154 0.587
C 1.730 1.992 1.557
C 0.445 2.418 1.411
C -0.330 2.024 0.299
C -1.681 2.392 0.148
C -2.407 1.964 -0.929
C -1.810 1.153 -1.905
C -0.496 0.790 -1.792
C 0.276 1.212 -0.691
C 1.618 0.807 -0.535
C 3.280 -1.436 -0.180
O 3.264 -2.033 -1.238
N 2.465 -1.782 0.851
N 1.263 -2.448 0.548
C 0.125 -1.726 0.923
O 0.187 -0.931 1.835
N -0.987 -2.073 0.221
C -2.266 -1.507 0.312
C -3.194 -1.849 -0.668
C -4.466 -1.312 -0.640
C -4.828 -0.431 0.365
C -3.906 -0.095 1.341
C -2.629 -0.626 1.323
H 5.689 0.961 -0.835
H 4.173 0.803 -1.726
H 5.307 -0.551 -1.685
H 5.007 -0.671 0.822
H 2.320 2.258 2.419
H -0.008 3.045 2.165
H -2.137 3.012 0.906
H -3.445 2.241 -1.034
H -2.397 0.817 -2.747
H -0.032 0.167 -2.544
H 2.044 0.192 -1.313
H 2.339 -1.168 1.652
H 1.329 -2.840 -0.388
H -0.872 -2.738 -0.531
H -2.913 -2.535 -1.455
H -5.177 -1.583 -1.407
H -5.822 -0.011 0.386
H -4.181 0.590 2.129
H -1.912 -0.355 2.079
```

Calculated values
Relative energy (zero: lowest compared OMol25 entry of this formula, charge and spin)   40.4 kcal/mol
SMILES   C[C@@H](Oc1ccc2ccccc2c1)C(=O)NNC(=O)Nc1ccccc1
Highest occupied orbital energy   -8.02 eV
Net charge   0
LUMO   0.7 eV
Frontier orbital gap   8.67 eV
Electronic energy   -31661.88263 eV
Molar mass   349.39 g mol⁻¹

=====

No. 3
This record from OMol25 describes a single C20H19N3O3S molecule in a non-equilibrium geometry. The level of theory is wB97M-V/def2-TZVPD.

The geometry in XYZ format:
```
46
Properties=species:S:1:pos:R:3
C -7.324 -1.279 -1.078
C -6.049 -0.635 -0.629
C -4.828 -1.268 -0.840
C -3.641 -0.685 -0.447
C -3.649 0.562 0.178
C -2.426 1.218 0.593
O -2.463 2.549 0.865
C -1.211 2.886 1.174
N -0.371 1.910 1.120
C -1.113 0.814 0.749
C -0.547 -0.555 0.747
O -1.181 -1.492 1.206
N 0.691 -0.721 0.224
C 1.559 0.302 -0.304
C 2.754 0.483 0.642
N 3.428 -0.781 0.809
C 4.702 -1.082 0.459
O 5.192 -2.176 0.676
C 5.490 -0.015 -0.203
C 5.246 0.648 -1.373
C 6.306 1.496 -1.755
C 7.340 1.461 -0.874
S 7.051 0.380 0.427
C 2.562 -1.820 1.326
C 1.362 -1.995 0.391
C -4.871 1.204 0.387
C -6.051 0.610 -0.011
H -7.324 -2.340 -0.835
H -8.185 -0.809 -0.610
H -7.428 -1.185 -2.159
H -4.810 -2.236 -1.320
H -2.709 -1.196 -0.617
H -0.987 3.901 1.436
H 1.025 1.243 -0.405
H 1.916 -0.027 -1.288
H 3.442 1.234 0.257
H 2.372 0.815 1.615
H 4.350 0.520 -1.955
H 6.295 2.100 -2.644
H 8.261 2.008 -0.911
H 3.143 -2.742 1.392
H 2.211 -1.537 2.324
H 0.646 -2.702 0.812
H 1.702 -2.353 -0.586
H -4.888 2.170 0.869
H -6.988 1.118 0.163
```

Calculated values
Relative energy (zero: lowest compared OMol25 entry of this formula, charge and spin)   33.8 kcal/mol
SMILES   Cc1ccc(-c2ocnc2C(=O)N2CCN(C(=O)c3cccs3)CC2)cc1
Highest occupied orbital energy   -8.42 eV
Net charge   0
LUMO   0.4 eV
Frontier orbital gap   8.78 eV
Electronic energy   -42496.93967 eV
Molar mass   381.46 g mol⁻¹

=====

No. 4
This record from OMol25 describes a single C20H19N3O4 molecule in a non-equilibrium geometry. The level of theory is wB97M-V/def2-TZVPD.

The geometry in XYZ format:
```
46
Properties=species:S:1:pos:R:3
O 2.882 -3.889 -0.274
C 2.028 -3.034 -0.191
N 2.394 -1.710 -0.291
C 1.721 -0.554 0.056
C 2.286 0.647 -0.173
C 1.761 1.940 0.229
C 1.027 2.127 1.407
C 0.536 3.375 1.752
C 0.771 4.472 0.944
C 1.525 4.297 -0.211
N 1.794 5.432 -1.060
O 2.443 5.241 -2.066
O 1.351 6.508 -0.719
C 2.025 3.055 -0.567
C 0.423 -0.705 0.806
O 0.395 -1.220 1.911
N -0.668 -0.198 0.215
C -0.770 0.424 -1.089
C -2.265 0.367 -1.394
C -2.887 0.543 -0.011
C -1.960 -0.274 0.881
C 0.580 -3.347 -0.065
C -0.299 -2.995 -1.082
C -1.630 -3.367 -1.004
C -2.089 -4.077 0.093
C -1.211 -4.436 1.103
C 0.124 -4.088 1.019
H 3.383 -1.593 -0.496
H 3.220 0.678 -0.720
H 0.867 1.293 2.070
H -0.027 3.493 2.665
H 0.398 5.454 1.192
H 2.606 2.963 -1.472
H -0.161 -0.101 -1.827
H -0.432 1.466 -1.040
H -2.571 1.137 -2.099
H -2.528 -0.609 -1.800
H -3.916 0.193 0.036
H -2.861 1.594 0.279
H -1.877 0.114 1.898
H -2.271 -1.323 0.942
H 0.066 -2.458 -1.947
H -2.308 -3.111 -1.805
H -3.130 -4.358 0.155
H -1.567 -4.995 1.954
H 0.818 -4.369 1.795
```

Calculated values
Relative energy (zero: lowest compared OMol25 entry of this formula, charge and spin)   103.5 kcal/mol
SMILES   O=C(N/C(=C/c1cccc([N+](=O)[O-])c1)C(=O)N1CCCC1)c1ccccc1
Highest occupied orbital energy   -8.65 eV
Net charge   0
LUMO   -0.6 eV
Frontier orbital gap   8.02 eV
Electronic energy   -33706.68071 eV
Molar mass   365.39 g mol⁻¹

=====

No. 5
This record from OMol25 describes a molecular structure, C20H19N3O4 in a non-equilibrium geometry. The level of theory is wB97M-V/def2-TZVPD.

The geometry in XYZ format:
```
46
Properties=species:S:1:pos:R:3
C -0.825 1.036 0.743
H -1.291 1.385 -0.199
H -0.829 1.836 1.447
H 0.231 0.965 0.361
C -1.362 -0.511 0.946
N -1.413 -1.414 0.096
C -2.443 -1.637 -0.696
O -2.305 -2.320 -1.867
C -3.611 -0.605 -0.795
C -3.668 0.421 -1.543
C -4.891 1.486 -1.446
C -5.896 1.048 -0.644
C -5.629 -0.345 0.176
C -4.524 -0.885 0.268
H -4.459 -1.855 0.736
O -6.817 -0.295 1.229
C -7.557 0.648 0.801
O -7.016 1.521 -0.185
H -7.667 1.552 1.568
H -8.585 0.464 0.502
H -4.997 2.136 -2.200
H -3.057 0.781 -2.104
C -0.159 -2.002 -0.051
C 0.931 -1.255 -0.416
N 2.133 -0.971 -0.241
C 2.898 -0.287 -0.863
N 2.112 -0.174 -1.905
O 0.953 -0.473 -1.777
C 4.083 0.121 -0.490
C 4.830 0.961 -1.441
C 6.092 1.544 -1.302
C 6.701 1.009 -0.223
C 6.142 0.234 0.841
C 4.799 -0.369 0.536
H 4.276 -0.961 1.251
C 6.873 -0.047 2.095
H 7.495 0.551 2.269
H 6.127 -0.527 3.097
H 7.448 -1.063 1.846
H 7.623 1.508 0.193
H 6.661 2.010 -1.791
H 4.131 1.372 -2.166
H -0.482 -2.932 -0.820
H 0.081 -2.719 0.870
H -0.878 -0.646 1.850
H -2.260 -0.298 1.442
```

Calculated values
Relative energy (zero: lowest compared OMol25 entry of this formula, charge and spin)   512.1 kcal/mol
Highest occupied orbital energy   -8.30 eV
Net charge   0
LUMO   0.3 eV
Frontier orbital gap   8.58 eV
Electronic energy   -33688.95991 eV
Molar mass   365.39 g mol⁻¹